Here is C17H23N7O2PmS as an isolated structure from the Open Molecules 2025 dataset. Energies are from ωB97M-V/def2-TZVPD.

Structure (XYZ):
```
51
Properties=species:S:1:pos:R:3
Pm 0.324 -0.152 0.194
S -1.537 -2.128 0.304
O 0.630 -0.696 2.352
O -0.598 1.674 -0.816
N 0.593 -1.193 -2.108
N -0.091 -3.408 -1.661
N -2.680 2.005 -1.633
N -0.681 -4.699 0.001
N 0.687 1.513 2.009
N 0.859 3.769 1.625
N 0.631 0.644 4.210
C -0.496 -2.464 -3.845
C 0.339 -4.691 -1.955
C 0.806 -0.220 -3.023
C -3.640 2.777 -2.387
C 0.605 -0.515 5.084
C -1.434 2.357 -1.478
C -3.151 0.784 -1.009
C -1.240 -5.180 1.236
C -0.331 -1.425 -4.747
C 0.630 1.906 4.708
C 0.649 0.458 2.863
C 0.751 2.775 2.492
C 0.692 2.992 3.896
C 0.370 -0.296 -4.333
C -0.704 -3.435 -0.438
C -0.001 -2.320 -2.554
C -0.022 -5.477 -0.915
H -1.404 -6.253 1.162
H 0.971 4.720 1.943
H -4.233 0.828 -0.895
H 0.735 -0.203 6.117
H 0.886 -4.920 -2.848
H -2.690 0.670 -0.009
H -3.154 3.595 -2.913
H -1.003 -3.372 -4.131
H 0.916 3.581 0.634
H -2.187 -4.685 1.439
H -4.139 2.141 -3.117
H -1.116 3.299 -1.941
H -0.346 -1.037 4.980
H 1.381 0.640 -2.682
H -4.398 3.188 -1.717
H 0.708 3.990 4.302
H 1.407 -1.205 4.817
H -0.554 -4.993 2.065
H 0.140 -6.528 -0.762
H 0.594 0.510 -5.016
H 0.584 1.998 5.785
H -2.896 -0.080 -1.633
H -0.724 -1.507 -5.748
```

As for the HOMO-LUMO gap (spin up / spin down): 7.776 / 8.084 eV. Its multiplicity is 5. Its highest occupied orbital energy (spin up / spin down) is -16.92 / -16.93 eV. As for the charge: +3. The maximum force comes out at 0.0284 Eh/bohr. The expectation value of S² is 6.0049.

Mulliken population analysis, charges in e, atoms 1 to 5: number 1, Pm, carries 1.44; number 2, S, carries -0.45; number 3, O, carries -0.64; number 4, O, carries -0.51; number 5, N, carries -0.31